24
Properties=species:S:1:pos:R:3:forces:R:3 method="wB97M-V/def2-TZVPD" relative_energy_kcal_mol=89.82 homo_lumo_gap_ev=8.72
C 0.518 0.669 -1.684 0.1 2.9 0.8
C 0.159 1.417 -0.572 0.5 -0.4 -1.8
C -0.981 -1.166 0.515 0.1 0.6 -2.0
C 1.061 1.877 0.516 0.0 -0.5 0.3
C -1.794 -0.199 1.356 0.1 0.0 0.0
C 0.321 -1.622 1.152 0.0 0.0 -0.1
N 1.824 0.210 -1.944 1.2 -0.7 0.2
C -0.895 -0.791 -1.190 -3.2 -2.4 3.7
O -1.989 -0.539 -1.698 1.6 0.5 -0.1
H 0.016 0.916 -2.619 -0.8 -0.7 0.4
H -0.844 1.831 -0.569 0.0 -0.1 -0.1
H -1.601 -2.052 0.351 0.0 -0.1 0.0
H 2.571 0.846 -1.686 -0.2 0.1 0.1
H 2.051 -0.690 -1.536 -0.2 0.0 -0.1
H -0.234 -1.604 -1.528 0.7 0.6 -0.9
H 0.536 1.912 1.472 0.1 0.1 0.0
H 1.939 1.240 0.634 0.0 0.1 -0.1
H 1.400 2.893 0.280 -0.1 -0.1 0.0
H -2.562 0.291 0.751 0.1 -0.1 0.0
H 0.122 -2.174 2.077 0.0 0.1 -0.1
H -1.172 0.559 1.839 0.0 0.0 -0.2
H -2.291 -0.731 2.176 0.0 0.0 -0.1
H 0.977 -0.788 1.412 0.0 0.0 -0.1
H 0.868 -2.307 0.496 0.0 0.1 0.0